w | 18
Properties=species:S:1:pos:R:3 method="wB97M-V/def2-TZVPD" spin_multiplicity=1 homo_lumo_gap_ev="8.657 / 8.700" charge=+1 lumo_ev="-3.926 / -3.710"
C 2.1103 -0.5512 1.1249
C -1.2089 -0.2101 0.5272
C 0.0585 -0.0260 -0.3363
N 0.1196 -0.8020 -1.4797
N 0.3358 1.4134 -0.6216
O -1.9784 -1.2636 0.0744
O -1.8863 1.0186 0.4928
H 1.7582 -0.2019 2.0738
H 2.8287 0.0547 0.6090
H 2.1489 -1.6085 0.9640
H -0.9243 -0.4757 1.5558
H 1.0304 -0.9122 -1.9095
H -0.3666 -1.6862 -1.3760
H -0.3601 1.7891 -1.2892
H 0.2327 1.9548 0.2477
H 1.2784 1.5349 -1.0080
H -2.4995 -0.9986 -0.6938
H -2.6775 0.9704 1.0444

---

x | 18
Properties=species:S:1:pos:R:3 method="wB97M-V/def2-TZVPD" spin_multiplicity=1 homo_lumo_gap_ev=10.867 charge=+1 lumo_ev=-3.413
N -1.2874 -1.1730 -0.8286
C 0.0618 -0.8768 -0.0507
C 1.5273 -0.6339 -0.6280
C -0.4430 0.2040 0.9933
N 0.3020 0.6776 2.0589
O -1.6666 0.4539 0.9225
H -2.0397 -0.5495 -0.5316
H -1.5729 -2.2093 -0.7301
H -1.1488 -1.0354 -1.7913
H 0.1345 -1.9010 0.6587
H 2.1403 0.0963 -0.2685
H 1.5019 -0.3923 -1.7131
H 1.9128 -1.5540 -0.3321
H -0.0925 1.2332 2.8110
H 1.2980 0.7006 2.0755
H -0.5281 2.8079 -0.3696
H 0.3629 2.1657 -1.4301
O -0.4624 1.9861 -0.8461

---

y | 18
Properties=species:S:1:pos:R:3 method="wB97M-V/def2-TZVPD" spin_multiplicity=1 homo_lumo_gap_ev=11.721 charge=+1 lumo_ev=-3.021
O 0.3186 0.9015 1.4778
C -0.5950 0.0856 1.5503
N -1.3749 0.0063 2.6739
C -0.9160 -0.5676 0.1548
N -0.0509 0.1291 -0.7594
C -0.6196 0.0693 -2.1181
H -1.1628 0.6853 3.3637
H -2.0768 -0.6681 2.7629
H -0.8865 -1.6672 0.2340
H -1.9423 -0.2064 -0.0906
H 0.9473 -0.1202 -0.7706
H 0.0736 1.2166 -0.3575
H 0.0176 0.5856 -2.8173
H -1.7655 0.3747 -2.4394
H -0.6490 -1.0818 -2.4327
H 4.0994 0.2960 -0.6988
H 3.3482 0.0707 0.6333
O 3.2346 -0.1094 -0.3663

---

Here are the energies relative to the best structure, in eV: w 2.301; x 0.364; y 0.000.

---

w | 48
Properties=species:S:1:pos:R:3 method="wB97M-V/def2-TZVPD" spin_multiplicity=1 homo_lumo_gap_ev=10.321 charge=+1 lumo_ev=-2.612
N -0.6202 0.5045 1.8236
C 0.5766 1.1202 0.9286
C 0.3905 0.8181 -0.5321
C 0.6032 1.9204 -1.6539
C 0.6872 1.4092 -3.0604
C 1.7301 0.3819 1.4994
N 3.0913 0.8216 1.4925
O 1.5857 -0.7726 1.9116
H -0.6808 -0.7393 1.6717
H -0.4060 0.6958 2.8370
H -1.4743 0.8585 1.4746
H 0.3548 2.2062 1.2420
H -0.6333 0.4397 -0.7852
H 0.9466 0.0338 -0.8715
H -0.4043 2.5415 -1.4698
H 1.3773 2.6194 -1.2140
H 1.2827 0.5008 -3.1222
H 1.3644 2.0878 -3.5888
H -0.1428 0.9093 -3.5895
H 3.6726 0.0194 1.6318
H 3.5531 1.2896 0.8192
H 3.0717 -2.6412 2.8434
H 1.9985 -3.0149 1.7742
O 2.8976 -3.1608 1.9989
H -3.2478 0.7077 -0.3538
H -4.4077 1.4991 -0.4905
O -3.5846 1.5560 -0.0004
H 0.1850 -2.8348 -0.8917
H 1.1330 -1.7894 -0.1751
O 0.3963 -2.1996 -0.2800
H -4.0979 -2.9201 0.6105
H -3.2425 -4.0109 0.0788
O -3.4266 -3.1270 -0.0049
H -2.8253 -1.6990 -1.0429
H -2.0960 -1.8958 0.3124
O -2.2131 -1.3474 -0.4266
H -1.1464 3.3738 2.1209
H -2.2236 2.8893 3.0637
O -1.6071 2.5345 2.4470
H 4.4168 -2.2438 0.3799
H 3.9141 -2.5685 -0.8658
O 3.8400 -1.8376 -0.2398
H -1.7045 3.6620 0.2032
H -0.8096 4.7280 0.1584
O -0.7642 3.8562 0.2810
H -1.0846 -1.9143 -2.5294
H 0.2438 -2.5304 -3.4925
O -0.4695 -2.7372 -2.9238

---

x | 48
Properties=species:S:1:pos:R:3 method="wB97M-V/def2-TZVPD" spin_multiplicity=1 homo_lumo_gap_ev=8.643 charge=+1 lumo_ev=-2.683
C -1.0008 0.2625 2.8104
O -2.3656 -0.0028 2.3802
C 0.0264 -0.4230 1.9454
C 0.3549 0.5632 0.7462
C -0.3238 0.0857 -0.5415
C 0.2784 -0.2623 -1.7502
N -0.3244 -0.1309 -2.9853
N -1.7503 0.2421 -0.4892
H -0.7014 1.4026 2.9273
H -0.9837 -0.2133 3.8648
H -2.4454 -1.0292 2.4579
H -0.3191 -1.4663 1.6866
H 1.0054 -0.7681 2.4504
H -0.0691 1.5478 0.9007
H 1.4244 0.7313 0.8733
H 1.3779 -0.3742 -1.6148
H -1.2814 -0.4566 -2.8544
H -0.0172 -0.4839 -3.9074
H -2.1539 1.1689 -0.8276
H -2.1751 -0.6266 -0.9948
H -2.0045 0.1368 0.5564
H -2.5540 3.3796 0.0997
H -2.0359 3.7059 -1.3182
O -1.9741 3.1151 -0.5780
H 0.0217 3.5753 -3.3979
H -0.3897 2.0958 -3.1844
O -0.5419 2.9878 -2.9789
H 1.3752 -3.7676 1.9109
H 1.3209 -2.7043 0.7138
O 0.8052 -3.1913 1.3206
H 2.8396 -2.2649 -1.2818
H 3.2371 -3.2035 -0.0973
O 2.7619 -2.3859 -0.3398
H -0.8375 -3.6835 0.7724
H -2.1727 -4.3916 0.5757
O -1.6832 -3.6218 0.4270
H 0.7454 3.7300 1.7535
H 2.0476 3.1403 2.3082
O 1.1643 3.2721 2.4714
H -2.3266 -2.7866 -2.3375
H -1.6733 -2.7752 -1.0891
O -1.6741 -2.1117 -1.8713
H 3.2760 -0.6489 -0.1392
H 3.8916 0.4775 0.8195
O 3.3424 0.2980 0.0606
H 2.2102 2.3531 -0.5521
H 0.7691 2.5474 -1.1033
O 1.5033 2.9552 -0.5988

---

Here are the energies relative to the best structure, in eV: w 2.816; x 0.000.